A single C5H10N2O3S molecule. Source: the Open Molecules 2025 dataset; level of theory: the ωB97M-V functional and the def2-TZVPD basis.

```
! RIJCOSX wB97M-V def2-TZVPD def2/J DEFGRID3
* xyz 0 1
H 0.72 2.14 -0.44
H 0.72 1.57 -2.03
N 1.29 -2.84 0.15
O -1.57 3.05 -2.35
C 0.04 1.65 -1.20
C -1.17 2.53 -1.34
H 2.01 -2.25 -0.27
N -0.30 0.35 -0.74
H 1.05 -3.32 -0.71
H -0.70 0.73 2.16
H 0.58 -2.20 2.40
H -0.75 -2.14 0.13
H -2.51 3.35 -0.22
H -1.10 0.24 -0.18
O -1.75 2.76 -0.13
O 1.78 -0.55 -1.08
H 1.32 -0.81 1.88
C 0.39 -1.36 1.78
C 0.29 -1.79 0.30
S -0.99 -0.51 2.51
C 0.64 -0.59 -0.61
*
```

Values from the calculation:
E_HOMO = -9.5 eV
energy relative to the best compared isomer or geometry (same formula, charge and spin) = 89.4 kJ/mol
SMILES string = N[C@@H](CS)C(=O)NCC(=O)O
Kohn-Sham gap = 9.86 eV